C5H13OP | ωB97M-V/def2-TZVPD

Energy, a.u.: -614.8593
Net charge: 0
Spin multiplicity: 1
Largest force on an atom, Eh/bohr: 0.0606
Energy above the lowest of the compared OMol25 structures with the same formula, charge and spin, kJ/mol: 105.5
SMILES: CP(C)O.C=CC

Cartesian coordinates (Å):
C (-1.396, -0.281, -1.317)
P (-1.375, 0.239, 0.493)
C (-2.839, -0.849, 1.115)
O (-2.080, 1.736, 0.161)
H (-1.177, -1.352, -1.366)
H (-2.403, -0.099, -1.758)
H (-0.774, 0.351, -1.887)
H (-2.751, -0.987, 2.172)
H (-3.762, -0.457, 0.728)
H (-2.701, -1.806, 0.631)
H (-1.558, 2.423, 0.730)
C (2.459, -0.760, 1.106)
C (2.170, 0.316, 0.425)
C (2.775, 0.679, -0.891)
H (3.249, -1.400, 0.685)
H (2.031, -1.070, 2.039)
H (1.347, 0.974, 0.746)
H (3.815, 0.164, -1.119)
H (2.909, 1.774, -1.001)
H (2.061, 0.405, -1.691)

C3H12N3O | ωB97M-V/def2-TZVPD

Energy, a.u.: -360.7972
Net charge: +1
Spin multiplicity: 1
Largest force on an atom, Eh/bohr: 0.0270
Energy above the lowest of the compared OMol25 structures with the same formula, charge and spin, kJ/mol: 98.6

Cartesian coordinates (Å):
C (-1.671, 0.274, -0.423)
C (0.281, 1.753, 0.003)
N (1.199, 0.900, -0.431)
N (-0.996, 1.456, 0.133)
N (0.701, 2.988, 0.334)
H (1.029, -0.102, -0.467)
H (2.166, 1.118, -0.610)
H (-1.672, 2.181, 0.273)
H (0.126, 3.659, 0.806)
H (1.637, 3.252, 0.105)
H (-1.931, -0.454, 0.341)
H (-1.053, -0.244, -1.147)
H (-2.592, 0.614, -0.890)
C (0.397, -3.075, 0.637)
O (0.542, -1.922, -0.206)
H (0.797, -2.255, -1.074)
H (0.956, -3.942, 0.286)
H (0.737, -2.822, 1.640)
H (-0.654, -3.378, 0.688)

H6LiO7S | ωB97M-V/def2-TZVPD

Energy, a.u.: -936.0039
Net charge: -1
Spin multiplicity: 1
Largest force on an atom, Eh/bohr: 0.1092
Energy above the lowest of the compared OMol25 structures with the same formula, charge and spin, kJ/mol: 291.3

Cartesian coordinates (Å):
Li (0.352, -0.012, 0.432)
S (-2.302, 0.578, -2.130)
O (-1.381, 1.540, -1.641)
O (-3.712, 0.888, -1.961)
O (-2.118, 0.109, -3.530)
O (-1.919, -0.627, -1.421)
O (0.273, 2.060, 2.453)
H (0.974, 2.336, 3.043)
H (-0.391, 2.745, 2.534)
O (0.679, -2.805, 2.245)
H (1.220, -3.271, 2.884)
H (-0.030, -3.415, 2.041)
O (2.638, -0.060, -1.288)
H (2.596, -0.729, -1.972)
H (3.121, 0.663, -1.689)

C31H56AsN3O2PS7Ti | ωB97M-V/def2-TZVPD

Energy, a.u.: -7743.7485
Net charge: -1
Expectation value of S²: 2.0141
Spin multiplicity: 3
Largest force on an atom, Eh/bohr: 0.0455
Energy above the lowest of the compared OMol25 structures with the same formula, charge and spin, kJ/mol: 0.0

Cartesian coordinates (Å):
Ti (0.405, 1.671, 0.797)
C (-4.806, -0.444, 3.130)
S (-4.873, 0.257, 1.470)
C (-3.117, 0.335, 1.052)
S (-2.184, -1.064, 1.353)
N (-2.827, 1.481, 0.516)
N (-1.503, 1.715, 0.049)
C (-1.535, 2.388, -1.094)
C (-0.332, 2.792, -1.698)
C (-0.292, 3.516, -2.908)
C (0.905, 3.923, -3.413)
C (2.087, 3.609, -2.706)
C (1.995, 2.893, -1.546)
N (0.826, 2.448, -1.030)
H (-5.833, -0.693, 3.411)
H (-4.389, 0.280, 3.827)
H (-4.197, -1.348, 3.108)
H (-2.491, 2.589, -1.560)
H (-1.229, 3.760, -3.397)
H (0.945, 4.488, -4.339)
H (3.060, 3.935, -3.053)
H (2.874, 2.637, -0.977)
S (0.205, 4.047, 1.578)
S (2.178, 4.634, 1.358)
S (3.231, 3.264, 2.467)
S (2.884, 1.481, 1.453)
C (-2.890, 4.990, 1.140)
As (-3.789, 4.240, 2.656)
C (-4.435, 5.807, 3.577)
C (-5.410, 3.543, 1.909)
S (-2.695, 3.077, 3.998)
H (-3.598, 5.638, 0.617)
H (-2.546, 4.189, 0.488)
H (-2.026, 5.549, 1.485)
H (-5.049, 6.415, 2.908)
H (-3.581, 6.383, 3.926)
H (-5.020, 5.483, 4.432)
H (-5.984, 4.391, 1.528)
H (-5.962, 3.018, 2.678)
H (-5.159, 2.847, 1.115)
O (1.022, -0.291, 0.070)
P (1.212, -1.678, -0.512)
C (-0.254, -2.075, -1.506)
C (-0.641, -0.929, -2.461)
C (-2.153, -0.999, -2.732)
C (-2.650, -2.459, -2.807)
C (-1.526, -3.394, -3.259)
C (-0.421, -3.456, -2.187)
C (2.853, -1.810, -1.332)
C (3.011, -2.912, -2.402)
C (2.496, -2.503, -3.784)
C (3.110, -1.179, -4.234)
C (2.838, -0.077, -3.209)
C (3.396, -0.458, -1.836)
C (1.197, -2.836, 0.893)
C (1.982, -2.290, 2.115)
C (3.433, -2.770, 2.237)
C (3.556, -4.279, 2.043)
C (2.974, -4.693, 0.693)
C (1.489, -4.324, 0.602)
H (-0.976, -2.006, -0.687)
H (-0.092, -1.009, -3.401)
H (-0.393, 0.033, -2.022)
H (-2.373, -0.476, -3.667)
H (-2.683, -0.473, -1.933)
H (-3.510, -2.535, -3.476)
H (-2.992, -2.779, -1.816)
H (-1.112, -3.041, -4.211)
H (-1.912, -4.400, -3.438)
H (0.504, -3.814, -2.636)
H (-0.718, -4.191, -1.437)
H (3.457, -2.102, -0.473)
H (2.531, -3.840, -2.078)
H (4.081, -3.131, -2.489)
H (1.410, -2.396, -3.753)
H (2.716, -3.295, -4.504)
H (2.723, -0.897, -5.217)
H (4.196, -1.306, -4.337)
H (1.760, 0.096, -3.124)
H (3.279, 0.864, -3.537)
H (3.190, 0.318, -1.104)
H (4.488, -0.548, -1.908)
H (0.141, -2.740, 1.157)
H (1.442, -2.605, 3.015)
H (1.959, -1.200, 2.106)
H (3.809, -2.481, 3.220)
H (4.070, -2.257, 1.509)
H (3.004, -4.794, 2.840)
H (4.602, -4.588, 2.121)
H (3.085, -5.770, 0.543)
H (3.540, -4.201, -0.106)
H (0.951, -4.918, 1.348)
H (1.090, -4.615, -0.370)
C (1.194, 0.603, 4.720)
C (-0.039, 0.389, 3.871)
O (-0.135, 1.344, 2.787)
H (1.260, -0.200, 5.466)
H (1.159, 1.565, 5.241)
H (2.086, 0.589, 4.099)
H (-0.946, 0.491, 4.461)
H (-0.055, -0.588, 3.409)
H (-0.564, 2.153, 3.114)

Q: Which value of energy does entry 1 give?
A: -614.8593 a.u.